[1]
Molecular formula: C30H45B2F4IN4O4RbSb
Method: DFT, ωB97M-V/def2-TZVPD

Summary:
Multiplicity: 1
ΔE to the lowest compared entry with this formula, charge and spin, kcal per mole: 0.0
LUMO energy (alpha / beta), eV: -1.0 / -1.6
Strongest force on any atom, hartree/bohr: 0.0026
Total charge: 0

Cartesian coordinates (Å):
Rb 0.51428 -1.20155 -0.30728
C 2.15396 3.42428 1.24411
C 1.61046 2.04765 1.04259
N 1.93939 1.20859 0.14516
O 2.85749 1.64726 -0.79874
B 2.19936 2.16231 -2.04783
F 1.45692 3.31544 -1.72130
F 3.22196 2.41315 -2.93478
O 1.27639 1.19163 -2.71798
N 0.12730 0.95563 -2.00188
C -0.91346 1.58259 -2.38467
C -0.96474 2.55557 -3.51920
C -2.10082 1.39037 -1.49178
N -2.14268 0.30049 -0.82705
O -3.16184 0.27122 0.15853
B -2.80717 0.85388 1.55265
F -3.05492 2.21082 1.51922
F -3.72148 0.17863 2.39012
O -1.48291 0.53180 2.05072
N -0.50069 1.15468 1.28459
C 0.52616 1.53344 1.93723
C 0.70044 1.48946 3.42058
C -3.05793 2.53085 -1.36346
H 2.78770 3.70545 0.41047
H 2.73373 3.46092 2.17002
H 1.33338 4.13792 1.33089
H -0.10633 2.39550 -4.16538
H -0.90723 3.57807 -3.14161
H -1.88871 2.44469 -4.08834
H -0.25958 1.36731 3.91449
H 1.18244 2.40414 3.76623
H 1.35048 0.65574 3.69808
H -3.28650 2.93837 -2.34709
H -2.59297 3.32186 -0.77190
H -3.96784 2.22579 -0.85745
I 4.16909 -0.94457 -1.00732
C 4.82437 -2.92390 -0.89098
C 6.14099 -3.23288 -0.70598
C 6.55097 -4.58197 -0.61152
C 5.64567 -5.59844 -0.70128
C 4.27171 -5.31867 -0.89851
C 3.29652 -6.34492 -1.00919
C 1.97832 -6.05962 -1.21641
C 1.54697 -4.70836 -1.32691
C 2.49304 -3.75775 -1.19994
C 3.86151 -3.96100 -0.99439
H 6.87700 -2.44375 -0.63012
H 7.60051 -4.80185 -0.46514
H 5.96399 -6.63099 -0.62695
H 3.62340 -7.37472 -0.93353
H 1.25219 -6.85745 -1.30887
H 0.50480 -4.48312 -1.52369
C -2.23669 -2.93934 -1.73002
C -3.72106 -2.88756 -1.36639
C -4.42192 -1.94565 -2.34331
C -4.31564 -4.29249 -1.44239
Sb -3.88210 -2.05658 0.66594
C -5.99050 -1.54192 0.96202
C -6.25007 -0.18348 0.31131
C -6.29938 -1.45100 2.45601
C -6.88859 -2.60889 0.33421
C -3.38228 -3.67229 2.11228
C -4.46997 -4.73441 2.21799
C -3.16342 -2.96950 3.45019
C -2.07073 -4.29974 1.65068
H -2.12862 -3.40771 -2.71449
H -1.65610 -3.53173 -1.01858
H -1.82761 -1.93066 -1.79038
H -4.24179 -2.30270 -3.36324
H -4.02975 -0.92958 -2.27440
H -5.50053 -1.91410 -2.19596
H -4.23950 -4.64693 -2.47664
H -5.36781 -4.32641 -1.16143
H -3.77058 -5.00192 -0.81798
H -5.67830 0.60749 0.79339
H -7.31497 0.04880 0.41839
H -6.01198 -0.17606 -0.75291
H -5.66554 -0.72834 2.96404
H -6.21452 -2.41600 2.95661
H -7.33865 -1.12318 2.56395
H -6.78883 -2.66000 -0.74886
H -7.92997 -2.34856 0.55112
H -6.70921 -3.60316 0.74702
H -5.41321 -4.32786 2.58113
H -4.14713 -5.49480 2.93924
H -4.65486 -5.24109 1.27007
H -4.07190 -2.50240 3.82837
H -2.39984 -2.19244 3.37967
H -2.83277 -3.70897 4.18790
H -2.17556 -4.84865 0.71366
H -1.72753 -5.00997 2.41045
H -1.28425 -3.54970 1.53139

***

[2]
Molecular formula: C37H59CoGeN3OSiTe
Method: DFT, ωB97M-V/def2-TZVPD

Summary:
Multiplicity: 3
LUMO energy (alpha / beta), eV: -2.3 / -2.4
Strongest force on any atom, hartree/bohr: 0.0730
Total charge: +1

Cartesian coordinates (Å):
Co -1.40177 -0.82909 1.53453
C -2.29829 2.63189 0.70130
C -2.95860 1.54695 -0.08743
C -3.92173 1.73731 -1.04441
C -4.39837 0.62500 -1.74729
C -4.07080 -0.63851 -1.29329
C -3.11960 -0.75190 -0.30154
N -2.52485 0.31342 0.23183
N -2.63762 -1.90331 0.32541
Si -3.83431 -3.01059 1.10330
C -5.48394 -2.21137 0.87822
C -3.77088 -4.80446 0.46799
C -3.50095 -3.17478 2.90675
H -2.70141 2.86429 1.68075
H -2.21150 3.62681 0.22959
H -1.27253 2.29129 0.82019
H -4.27500 2.68325 -1.40998
H -5.06710 0.71769 -2.58679
H -4.48075 -1.50149 -1.73340
H -6.05248 -2.32619 -0.04412
H -5.37298 -1.11166 1.07878
H -6.23173 -2.60057 1.56564
H -4.76744 -5.23003 0.58939
H -3.11298 -5.42033 1.06005
H -3.45453 -4.81402 -0.62533
H -3.57456 -2.22214 3.44204
H -2.47579 -3.57109 3.05405
H -4.16060 -3.91859 3.35297
C 1.47430 1.65351 3.00612
C 0.48415 0.84214 2.16517
O -0.41676 0.27960 2.89501
N 0.49186 0.57900 0.87240
Te 1.26777 1.15302 -0.76205
C 3.28980 1.71753 -0.46218
C 4.05647 1.09238 0.51404
C 3.62587 -0.06588 1.41482
C 5.40431 1.62116 0.64837
C 5.94956 2.59676 -0.23307
C 7.28097 3.20241 0.05484
C 5.10399 3.15435 -1.19694
C 3.85261 2.73087 -1.38550
C 3.08397 3.17636 -2.60544
C 0.32069 3.00962 -1.26746
C 0.59056 4.21310 -0.60082
C 1.47905 4.33995 0.59637
C -0.02427 5.37749 -1.05677
C -0.78826 5.39056 -2.26266
C -1.33935 6.67932 -2.91714
C -0.94299 4.19313 -2.97975
C -0.43552 2.99261 -2.43484
C -0.88261 1.66201 -3.03464
H 0.96841 2.39962 3.57204
H 2.21930 2.17397 2.43669
H 1.98293 1.04817 3.69674
H 2.77162 0.04656 2.05160
H 4.46697 -0.29265 2.10015
H 3.33245 -0.92098 0.84333
H 6.05094 1.08479 1.32697
H 7.07816 4.21314 0.43584
H 7.94991 3.19045 -0.80821
H 7.77981 2.73891 0.94489
H 5.63846 3.97801 -1.73999
H 3.73712 3.20408 -3.49468
H 2.67809 4.20424 -2.48788
H 2.12413 2.68831 -2.83715
H 2.13908 5.27634 0.52354
H 2.14978 3.52472 0.73362
H 0.93320 4.47004 1.53292
H 0.07424 6.33836 -0.56105
H -2.15718 7.11540 -2.33983
H -1.70007 6.51126 -3.94235
H -0.49529 7.42026 -2.89773
H -1.61362 4.07731 -3.82091
H -1.69119 1.87670 -3.80456
H -1.16616 0.93923 -2.28832
H -0.18981 1.03963 -3.57507
C -0.17652 -5.11936 3.83885
C 1.32938 -4.82719 3.71871
C 1.62805 -4.11180 2.46418
C 1.01381 -2.67209 2.21982
Ge -0.31105 -2.78387 0.78859
C 0.67668 -2.63785 -0.87123
C 0.41316 -3.62454 -2.07505
C -0.97911 -3.39208 -2.68201
C -1.56222 -4.44347 -3.59217
H -0.34935 -5.82404 4.67188
H -0.56918 -5.65598 2.92905
H -0.80482 -4.24629 4.06780
H 1.86444 -5.79345 3.75218
H 1.58721 -4.16145 4.62676
H 1.33281 -4.81032 1.69962
H 2.68578 -4.00759 2.26688
H 1.81117 -2.04166 1.90823
H 0.64486 -2.28639 3.20703
H -1.10222 -4.06543 1.22994
H 1.71344 -2.72511 -0.57469
H 0.46160 -1.63568 -1.18938
H 0.47549 -4.67114 -1.69638
H 1.15660 -3.60430 -2.88523
H -0.98888 -2.36370 -3.18550
H -1.69539 -3.23247 -1.89119
H -0.80336 -4.84599 -4.31962
H -2.42582 -4.01234 -4.10095
H -1.88088 -5.33902 -3.04375

***

[3]
Molecular formula: C3H5NO2
Method: DFT, ωB97M-V/def2-TZVPD

Summary:
Multiplicity: 1
ΔE to the lowest compared entry with this formula, charge and spin, kcal per mole: 57.8
LUMO energy, eV: 0.7
Strongest force on any atom, hartree/bohr: 0.1247
Total charge: 0
SMILES: COCN=C=O

Cartesian coordinates (Å):
C 1.02581 0.69667 1.63290
O -0.22519 0.32897 0.97261
C -0.29598 -0.08934 -0.44795
N -1.60515 -0.58428 -0.82019
C -1.67607 -1.11774 -1.92299
O -1.73184 -1.75643 -2.99012
H 1.63227 -0.24309 1.67596
H 1.54950 1.53208 1.03825
H 0.85562 1.10305 2.64556
H 0.46958 -0.71919 -0.75865
H 0.00143 0.84930 -1.02539